No. 1
This record from OMol25 describes a cluster of 9 separate species, C24H70BF4N6O8 in total at a distorted geometry. The level of theory is ωB97M-V/def2-TZVPD.

Geometry (Å):
B1 14.29420 -15.44145 9.00049
F1 14.50840 -16.00938 10.27439
F2 13.67725 -14.18559 9.18739
F3 15.52726 -15.29225 8.32697
F4 13.47172 -16.29253 8.23162
C1 9.94836 -12.66658 4.84489
C2 9.77804 -11.72503 6.05086
C3 10.42160 -12.28986 7.27427
O1 9.71542 -13.41653 7.71608
C4 10.28303 -13.94465 8.88394
N1 10.35365 -10.43385 5.69802
H1 9.24013 -13.49035 4.83644
H2 10.98339 -13.01236 4.82371
H3 9.80417 -12.09223 3.92544
H4 8.69124 -11.70278 6.24605
H5 10.54694 -11.53771 8.07322
H6 11.45804 -12.60680 7.05496
H7 9.66144 -14.76925 9.22012
H8 10.31172 -13.21595 9.71373
H9 11.31712 -14.27437 8.73711
H10 9.79808 -9.98844 4.97690
H11 10.30771 -9.78916 6.48418
C5 15.15494 -15.56971 0.76588
C6 16.17430 -15.15734 1.81505
C7 15.73914 -15.38730 3.22413
O2 14.60183 -14.63582 3.51214
C8 14.04803 -14.98476 4.76094
N2 17.42057 -15.92266 1.57259
H12 14.95542 -16.63990 0.80503
H13 15.47057 -15.24816 -0.22692
H14 14.21455 -15.05097 0.97735
H15 16.39376 -14.08820 1.66794
H16 16.56283 -15.11936 3.90254
H17 15.52468 -16.46125 3.34534
H18 13.39538 -14.17551 5.08270
H19 14.79374 -15.16046 5.54124
H20 13.44002 -15.89183 4.65142
H21 18.14345 -15.64012 2.22779
H22 17.78224 -15.71713 0.64958
C9 18.62683 -13.93041 10.00519
C10 17.56882 -13.85206 11.08435
C11 18.05562 -13.13486 12.30729
O3 18.96157 -13.93802 13.00889
C12 19.27430 -13.41046 14.25629
N3 16.35437 -13.21809 10.53084
H23 18.24041 -14.32472 9.06231
H24 19.53611 -14.46430 10.28792
H25 18.95208 -12.91716 9.72464
H26 17.24262 -14.86467 11.36392
H27 17.23273 -12.80799 12.95974
H28 18.54373 -12.20000 11.97858
H29 19.75604 -12.42641 14.16575
H30 19.99044 -14.05041 14.77363
H31 18.38631 -13.32828 14.89641
H32 15.63906 -13.18877 11.27005
H33 15.95585 -13.92832 9.92308
C13 19.90061 -17.44335 14.46079
C14 19.07245 -17.81177 13.21906
C15 17.62804 -17.99577 13.59119
O4 16.79019 -18.42239 12.54454
C16 16.33981 -17.42628 11.67166
N4 19.24156 -16.85000 12.12772
H34 20.92598 -17.21834 14.17908
H35 19.89888 -18.26619 15.18874
H36 19.43365 -16.62074 15.01231
H37 19.46663 -18.76438 12.84772
H38 17.21188 -17.03678 13.95958
H39 17.51608 -18.70202 14.41602
H40 17.00726 -17.20428 10.84599
H41 16.01357 -16.54957 12.25110
H42 15.38546 -17.77608 11.25887
H43 19.10783 -15.88954 12.44928
H44 20.21287 -16.87382 11.82948
C17 17.63374 -16.93812 6.48410
C18 17.76655 -17.89877 7.65591
C19 18.74301 -17.40517 8.70591
O5 20.07339 -17.66542 8.35839
C20 20.98184 -17.09276 9.25900
N5 16.41119 -18.07274 8.23255
H45 17.29741 -15.95646 6.82983
H46 16.92554 -17.35642 5.77047
H47 18.59328 -16.74842 5.99318
H48 18.11538 -18.86336 7.26996
H49 18.50710 -17.88536 9.67143
H50 18.56653 -16.33073 8.89102
H51 21.91163 -17.65545 9.20668
H52 20.62164 -17.16885 10.29906
H53 21.11441 -16.02039 9.06724
H54 16.55294 -18.29661 9.21944
H55 16.02679 -17.12380 8.31230
C21 11.52707 -13.88371 12.96103
C22 13.02564 -13.87412 13.27290
C23 13.48216 -15.22528 13.79112
O6 12.69424 -15.75192 14.83970
C24 12.78531 -15.02068 16.02838
N6 13.83918 -13.50811 12.12179
H56 10.90882 -14.10447 13.83475
H57 11.25492 -14.59504 12.17086
H58 11.17559 -12.92608 12.55838
H59 13.10822 -13.10347 14.04930
H60 14.54512 -15.17265 14.06874
H61 13.39854 -15.94867 12.97434
H62 13.83092 -14.89294 16.35012
H63 12.26532 -15.59406 16.79341
H64 12.36313 -14.01144 15.95984
H65 13.47826 -12.62771 11.76912
H66 13.76368 -14.18496 11.36497
O7 10.89255 -17.23035 8.72572
H67 10.84006 -17.38571 9.67259
H68 11.78470 -16.86989 8.58958
O8 15.40600 -11.76993 8.29982
H69 14.58584 -12.27117 8.35745
H70 15.91300 -12.05834 9.09140

Values from the calculation:
net charge	-1
M	657.7	g/mol
orbital gap	8.8	eV
E_tot	-2311.424205	a.u.



No. 2
This record from OMol25 describes a cluster of 2 separate species, C10H17N in total at a distorted geometry. The level of theory is ωB97M-V/def2-TZVPD.

Geometry (Å):
C1 -0.68454 1.39950 0.21320
C2 -0.97774 0.19160 -0.36382
C3 2.15309 -0.40756 0.69268
C4 0.32107 0.79296 -0.73319
C5 -0.69169 2.57399 1.04693
C6 3.33567 -0.61785 -0.13710
C7 0.88657 1.23534 -2.02885
C8 -1.23290 -2.24644 -0.49855
C9 -2.64565 -0.72317 0.92479
C10 -1.94697 -0.86405 -0.42829
N1 1.76521 -0.54607 1.86631
H1 -1.14063 3.48271 0.56839
H2 0.23362 2.90377 1.46899
H3 -1.44138 2.61752 1.84217
H4 3.11424 -1.11917 -1.04587
H5 4.11474 -1.41835 0.14870
H6 3.95321 0.21382 -0.40732
H7 1.30832 0.37348 -2.61038
H8 1.60011 2.16245 -1.75712
H9 -0.01880 1.51213 -2.55782
H10 -1.90665 -2.98373 -0.59292
H11 -0.67138 -2.57845 0.49988
H12 -0.55870 -2.22442 -1.24194
H13 -2.07397 -1.14908 1.64740
H14 -3.73522 -1.11119 0.88379
H15 -2.75526 0.31411 1.14922
H16 -2.71155 -0.90306 -1.17695
H17 2.40715 -0.88080 2.62769

Values from the calculation:
M	151.3	g/mol
orbital gap (spin up / spin down)	6.9 / 7.2	eV
E_tot	-445.703795	a.u.



No. 3
This record from OMol25 describes a structure of composition C36H58IrN3O4P. The level of theory is ωB97M-V/def2-TZVPD.

Geometry (Å):
Ir1 2.02855 -1.15514 0.57960
N1 1.96548 -1.75057 2.54105
C1 1.96190 -0.70022 3.60361
C2 2.82208 0.48989 3.22557
C3 2.12863 1.34147 2.18080
O1 1.75144 2.46273 2.44384
O2 1.93826 0.79087 1.00226
H1 1.10828 -2.30195 2.62020
H2 2.74097 -2.39049 2.69906
H3 2.28465 -1.15807 4.53882
H4 0.92653 -0.38168 3.73168
H5 3.78848 0.15391 2.84699
H6 2.98990 1.10662 4.10492
O3 -0.42041 -2.26184 1.22534
C4 -0.48867 -3.27319 0.24764
C5 0.83539 -3.97944 0.10644
C6 0.87271 -5.35508 -0.03804
C7 2.06871 -5.99503 -0.31013
C8 3.20217 -5.21633 -0.44893
C9 3.10371 -3.85151 -0.26239
N2 1.95222 -3.21721 0.03888
H7 -0.64319 -1.38912 0.76833
H8 -0.73144 -2.83255 -0.72554
H9 -1.26857 -3.99743 0.48982
H10 -0.05056 -5.91039 0.05396
H11 2.11093 -7.07048 -0.41855
H12 4.16602 -5.64418 -0.68469
H13 3.98662 -3.24087 -0.35212
C10 3.22410 1.75670 -2.05691
N3 3.00620 0.47004 -2.71124
C11 2.01932 0.43085 -3.77258
C12 3.06642 -0.64364 -1.88339
C13 4.26751 -0.76910 -0.98811
C14 5.56839 -0.69320 -1.45606
C15 6.61795 -0.96825 -0.58682
C16 6.34514 -1.32359 0.72701
C17 5.03318 -1.38919 1.18967
C18 3.98306 -1.10011 0.33065
H14 2.85089 2.55019 -2.70142
H15 4.28607 1.92923 -1.87878
H16 2.69478 1.81110 -1.10484
H17 2.25792 1.18517 -4.52068
H18 1.00091 0.61093 -3.40778
H19 2.04574 -0.54479 -4.25947
H20 2.88697 -1.56355 -2.44754
H21 2.07028 -0.65756 -1.18195
H22 5.75647 -0.42489 -2.48892
H23 7.64116 -0.91135 -0.93236
H24 7.16030 -1.54735 1.40350
H25 4.86816 -1.66708 2.22595
O4 -0.79560 -0.12365 -0.06304
P1 -2.18587 0.48988 0.03718
C19 -2.90923 -0.03190 1.63800
C20 -4.35368 0.39701 1.93291
C21 -4.44226 1.72621 2.67251
C22 -3.67863 1.64056 3.99074
C23 -2.20318 1.34292 3.74329
C24 -1.99641 0.10073 2.87653
C25 -2.13837 2.29053 -0.19444
C26 -1.51583 2.66556 -1.55422
C27 0.00888 2.73594 -1.50407
C28 0.51330 3.75669 -0.46293
C29 -0.60284 4.21787 0.46342
C30 -1.40425 3.01989 0.95917
C31 -3.34012 -0.31475 -1.16201
C32 -2.64138 -1.01186 -2.35454
C33 -2.63956 -0.24693 -3.67391
C34 -4.03479 0.25347 -4.02407
C35 -4.57880 1.15876 -2.92526
C36 -4.61911 0.45637 -1.56812
H26 -2.93993 -1.11086 1.42435
H27 -4.79279 -0.37322 2.57656
H28 -4.96084 0.40313 1.02583
H29 -5.48996 1.97506 2.84909
H30 -4.03129 2.53545 2.05855
H31 -4.12198 0.84541 4.60142
H32 -3.78376 2.56483 4.56072
H33 -1.68146 1.19422 4.69143
H34 -1.73523 2.20905 3.28085
H35 -2.19893 -0.78196 3.49266
H36 -0.94928 0.02678 2.56742
H37 -3.19482 2.58766 -0.19214
H38 -1.91226 3.64041 -1.84829
H39 -1.83442 1.97402 -2.32687
H40 0.37095 2.99447 -2.50224
H41 0.40105 1.74499 -1.26846
H42 0.97679 4.61762 -0.94994
H43 1.27502 3.29335 0.16158
H44 -1.26847 4.92862 -0.03616
H45 -0.17471 4.73900 1.31984
H46 -2.13863 3.35417 1.69013
H47 -0.71043 2.34914 1.47159
H48 -3.68655 -1.13664 -0.52418
H49 -3.17608 -1.95255 -2.52362
H50 -1.62017 -1.27388 -2.07462
H51 -2.26472 -0.90908 -4.45801
H52 -1.94096 0.59219 -3.63656
H53 -4.70331 -0.60642 -4.14960
H54 -4.02547 0.78043 -4.97938
H55 -5.59356 1.47859 -3.16984
H56 -3.98341 2.07254 -2.87173
H57 -5.43501 -0.27238 -1.59464
H58 -4.89937 1.17935 -0.79924

Values from the calculation:
net charge	+1
M	820.1	g/mol
orbital gap	8.2	eV
E_tot	-2317.366234	a.u.



No. 4
This record from OMol25 describes an isolated molecule of C6H13N3 at a distorted geometry. The level of theory is ωB97M-V/def2-TZVPD.

Geometry (Å):
C1 0.68320 1.35009 0.06427
C2 2.04553 -0.01421 -1.47334
C3 2.41173 -0.07343 1.00433
C4 -3.60609 -0.20527 -0.61942
C5 -1.77675 0.10265 1.68011
C6 2.06006 0.75712 -0.23519
N1 -0.26032 0.59069 -0.03272
N2 -2.39433 0.57432 -0.66863
N3 -1.47232 0.45063 0.28110
H1 1.55662 0.48076 -2.29862
H2 1.71237 -0.99154 -1.41727
H3 3.01712 -0.02983 -1.86208
H4 3.27782 -0.67881 0.74955
H5 1.47733 -0.78506 1.11193
H6 2.41169 0.69999 1.69013
H7 -3.55719 -1.02805 0.12269
H8 -4.43978 0.47010 -0.37258
H9 -3.73114 -0.56472 -1.57391
H10 -0.99133 0.53724 2.20119
H11 -2.57605 0.72381 1.95415
H12 -1.82024 -0.98929 1.80254
H13 2.89281 1.57291 -0.28650

Values from the calculation:
M	127.2	g/mol
orbital gap (spin up / spin down)	7.7 / 7.4	eV
E_tot	-400.439169	a.u.